DFT (the ωB97M-V functional and the def2-TZVPD basis) results for a cluster of 5 separate species, C30H40Cl2F4NO11S in total in a non-equilibrium geometry.

The geometry in XYZ format:
```
89
Properties=species:S:1:pos:R:3:lowdin_charge:R:1
Cl 7.61294 -3.35479 -1.98824 0.775
Cl 7.75631 -5.73816 -3.86980 0.727
S 3.82889 -3.37061 -1.41751 0.778
F 2.71448 -0.46400 -0.81640 0.004
F 3.70257 -5.79932 -2.53086 0.159
F 5.47506 -5.46655 -1.27795 0.158
F 3.55208 -5.68840 -0.39330 0.169
O -6.54692 3.45858 0.40432 0.112
O -7.91136 1.94379 -0.53423 0.034
O 6.73519 -0.60507 -2.55363 0.147
O -2.09385 -0.04572 1.39233 0.108
O -3.25514 5.40175 -1.32770 0.110
O 4.84721 -2.77325 -0.61509 -0.246
O -1.24314 1.37143 4.79349 0.112
O -3.29630 2.24949 4.95458 0.013
O -1.75228 3.97357 -0.46797 0.014
O 2.52332 -3.25251 -0.86791 -0.228
O -0.52383 -1.42317 2.18895 0.007
N 4.47285 -0.38189 -2.94465 0.088
C 3.90996 -2.73584 -3.09916 -0.203
C -3.29716 2.92459 7.20651 -0.149
C -2.62600 3.70240 1.70019 -0.144
C 5.56565 -1.05513 -2.94550 -0.264
C -7.86746 1.06878 -1.67447 -0.154
C -2.91845 4.66935 -0.44229 -0.486
C 5.39498 1.26854 -0.16376 0.169
C -6.79324 2.70444 -0.49158 -0.474
C 5.39022 -2.45871 -3.52752 -0.175
C -0.38325 -2.31306 3.31404 -0.142
C -1.86038 2.64591 6.77329 -0.066
C -1.32342 -1.75922 4.37376 -0.150
C -1.68167 3.09893 0.67629 -0.158
C 0.39005 -1.09416 -1.06252 -0.025
C 6.52551 -4.53930 -4.10810 -0.726
C 3.38019 -1.29673 -3.34172 -0.194
C 4.20137 -5.21471 -1.44568 -0.671
C 4.40356 1.04418 -2.59608 -0.088
C 5.61288 -4.75544 -5.27688 -0.083
C -6.89869 1.72668 -2.64507 -0.154
C -3.69551 4.33511 0.81365 -0.068
C -2.05272 1.99755 5.41846 -0.477
C -4.00047 3.11025 5.87128 -0.141
C 4.91203 1.33243 -1.25695 -0.096
C 1.61507 -0.38700 -1.64433 -0.368
C -5.92236 2.41864 -1.69927 -0.074
C -2.43999 -1.15612 3.52705 -0.070
C -1.71196 -0.77761 2.26037 -0.474
C 1.91719 -0.92413 -3.06708 -0.054
C 6.46554 -3.49614 -3.27582 -0.665
H 3.37747 1.39092 -2.71339 0.133
H -1.98787 2.09940 0.36841 0.100
H -3.01129 2.97155 2.40884 0.104
H 1.27168 -1.76322 -3.32544 0.133
H -7.42306 2.47470 -3.24156 0.121
H -3.20935 -1.89299 3.28657 0.136
H 5.93173 -4.19985 -6.16458 0.102
H -5.04710 2.81841 5.90496 0.129
H -4.48576 3.62987 0.56110 0.092
H -1.28550 3.56407 6.64328 0.135
H -6.43042 1.02101 -3.32897 0.115
H -1.34580 1.97359 7.45419 0.127
H -5.10726 1.75822 -1.39539 0.132
H -2.10987 4.48152 2.26742 0.119
H 5.56421 -5.80609 -5.55993 0.087
H 0.65446 -2.31782 3.63976 0.126
H 4.58528 -4.46685 -5.05275 0.067
H 0.37789 -2.15170 -1.33022 0.069
H 4.98832 1.63419 -3.31004 0.145
H 1.30942 0.65929 -1.74609 0.140
H 3.30189 -3.32337 -3.78678 0.143
H 7.17834 -0.14225 -3.28528 0.180
H -0.50645 -0.66341 -1.51937 0.098
H -5.52400 3.34088 -2.11570 0.127
H -3.70143 2.05044 7.71958 0.120
H -3.40294 3.78056 7.86971 0.119
H -8.86863 0.96805 -2.08702 0.125
H -0.65896 -3.32087 2.99513 0.127
H -2.88405 -0.28187 3.98954 0.103
H 5.55352 1.18856 0.88651 0.057
H 0.32130 -0.97146 0.02260 0.075
H -4.12073 5.23028 1.25795 0.132
H -7.52199 0.08669 -1.34338 0.126
H 3.42529 -1.25644 -4.44349 0.166
H -1.66226 -2.51282 5.08320 0.118
H -0.65431 3.05664 1.03436 0.124
H -0.82462 -0.96973 4.93310 0.100
H -3.93251 4.13565 5.50259 0.130
H 1.67235 -0.11765 -3.76551 0.128
H 5.38345 -2.27578 -4.61349 0.172
```

Output
total charge	+1
E_tot	-3767.24103	a.u.
HOMO energy	-11.00	eV
LUMO level	-3.677	eV

DFT (the ωB97M-V functional and the def2-TZVPD basis) results for a structure of composition C30H40N9O2ReSi.

The geometry in XYZ format:
```
83
Properties=species:S:1:pos:R:3:mulliken_spin:R:1
Re 0.83464 -0.30186 0.06365 0.845
Si 3.59533 -0.23852 -4.23043 0.001
O -1.05663 -0.20533 -0.13334 0.059
O -3.05331 0.72705 0.06949 0.015
N -5.30400 2.78218 -0.54747 0.000
N -7.20597 4.06005 -0.25492 0.000
N -6.79631 2.25874 1.12421 0.000
N 0.63521 -2.88161 2.17859 0.010
N 2.72807 -0.35234 0.98967 -0.005
N 0.54044 -2.38992 -0.15566 -0.004
N 0.34909 -0.53438 2.19226 -0.014
N 1.34776 1.80942 0.24358 0.026
N -0.57465 1.79994 -2.09911 0.009
C -2.05528 0.58421 -0.58127 0.016
C 0.32810 -1.75203 4.24595 0.001
C 0.46359 -3.26945 0.85335 0.016
C 3.40732 -1.46035 1.24705 -0.014
C 3.46500 -1.94732 -4.90655 0.002
C 4.68776 2.17735 2.83522 0.000
C 5.32196 0.18245 -3.75560 -0.001
C 2.85032 3.21202 1.66273 -0.004
C -3.26794 3.31327 -1.80871 0.001
C 4.98871 -0.29060 2.59496 0.001
C 1.90269 -0.23846 -1.61337 -0.032
C -0.06094 0.60513 4.26781 0.002
C 2.57358 -0.20643 -2.64264 0.035
C 0.38170 -2.86441 -1.42740 0.034
C 4.29968 0.91439 2.32280 0.002
C -1.86675 1.11194 -1.99597 -0.005
C 2.86704 1.01054 -5.37292 0.001
C 3.17083 0.84279 1.49886 0.016
C 0.26546 -4.63095 0.62511 -0.012
C 0.07813 0.59147 2.91374 -0.010
C 4.55251 -1.46810 2.04935 -0.007
C 3.97353 3.29776 2.51907 0.000
C 0.43213 -1.69193 2.85012 -0.007
C -3.03752 1.94664 -2.49483 -0.001
C -4.75453 3.60323 -1.62836 0.000
C -6.43696 3.03016 0.09368 0.000
C 0.08993 -0.60573 4.95369 -0.002
C 2.46351 2.00408 1.16572 -0.015
C 0.12403 -5.09049 -0.65953 0.017
C 0.17616 -4.18053 -1.71654 -0.006
H 5.86883 -0.26797 3.22684 0.000
H 0.00270 -0.64398 6.03204 0.000
H 0.01615 1.42355 -2.82924 0.000
H 1.80494 0.83650 -5.56175 0.000
H 1.62800 2.06467 -0.70429 0.007
H -0.28015 1.52797 4.78468 0.000
H 2.44926 -2.18087 -5.23607 0.000
H 3.38603 0.94532 -6.33287 0.000
H -0.70908 2.78707 -2.28525 0.000
H -6.25844 1.44185 1.35829 0.000
H 5.71018 -0.47927 -2.97829 0.000
H -3.94056 1.33469 -2.42657 0.000
H -1.83847 0.20330 -2.60547 0.000
H -0.03306 -6.14547 -0.84304 0.000
H -4.90880 4.65664 -1.39447 0.000
H 2.99276 2.02688 -4.99315 0.000
H 0.06617 -4.49358 -2.74463 0.000
H 0.57098 2.42277 0.47968 0.012
H 5.07047 -2.40051 2.22295 0.000
H 0.42008 -2.70590 4.74975 0.000
H 5.56026 2.23993 3.47326 0.000
H -0.03776 1.49877 2.34175 0.002
H -5.27344 3.38463 -2.56636 0.000
H -7.69393 2.36540 1.56601 0.000
H -8.08519 4.22914 0.20555 0.000
H 4.12259 -2.03887 -5.77504 0.000
H 3.04357 -2.36945 0.78765 0.006
H 5.95436 0.06661 -4.64036 0.000
H 0.44893 -2.12271 -2.20736 0.004
H 4.26980 4.26198 2.90814 0.000
H 0.21458 -5.31000 1.46661 0.000
H -4.76294 1.96925 -0.27674 0.000
H 3.77335 -2.69540 -4.17242 0.000
H 2.31064 4.11327 1.39369 0.000
H -2.86832 2.10542 -3.56093 0.000
H -2.76291 3.37787 -0.84128 0.000
H 5.41118 1.21470 -3.41049 0.000
H -7.01976 4.59018 -1.08758 0.000
H 0.66807 -3.67422 2.80291 -0.001
H -2.86949 4.11794 -2.42704 0.000
```

Output
relative energy (zero: lowest compared OMol25 entry of this formula, charge and spin)	85.2	kJ/mol
total charge	+3
multiplicity	2
E_tot	-2177.53041	a.u.
HOMO energy (alpha / beta)	-15.80 / -15.76	eV
LUMO level (alpha / beta)	-9.173 / -8.875	eV

Q: Which value of total charge does entry 1 give?
A: +1

Q: Which value of total charge does entry 1 give?
A: +1

Q: The lowest E_tot belongs to which entry?
A: C30H40Cl2F4NO11S

Q: The highest total charge belongs to which entry?
A: C30H40N9O2ReSi